Computed, not measured: C18H13MoN7O7S3Sb as an isolated structure, with ωB97M-V with the def2-TZVPD basis set.

**E_tot**: -84518.0999 eV
**Net charge**: +2
**2S+1**: 2
**Max |F|**: 0.9 eV Å⁻¹
**Energy relative to the best compared isomer or geometry (same formula, charge and spin)**: 0.186 eV
**⟨S²⟩**: 0.762
**Kohn-Sham gap (spin up / spin down)**: 0.164 / 0.177 Ha
**HOMO level (spin up / spin down)**: -13.470 / -13.470 eV

XYZ file:
```
50
Properties=species:S:1:pos:R:3:nbo_charge:R:1
Mo 0.9825 -2.3397 1.0094 1.463
S 3.4584 -7.2916 -1.2058 -0.395
Sb 1.6720 -6.5174 -0.3290 1.182
S 2.5458 -3.7133 1.9103 0.078
S 2.6102 -3.6922 -0.1394 -0.130
O -2.4306 -0.2974 1.9193 -0.444
C -1.8315 -1.1934 1.4391 0.789
O -0.4677 -1.3355 1.6488 -0.684
C -2.4197 -2.2489 0.5605 -0.249
C -3.7967 -2.2231 0.3581 -0.065
C -4.3731 -3.1936 -0.4303 0.030
C -3.6393 -4.1939 -1.0368 -0.107
C -2.2749 -4.2041 -0.8405 -0.033
C -1.6662 -3.2479 -0.0344 0.394
O -0.3321 -3.3506 0.2257 -0.594
N -1.4934 -5.2714 -1.4991 0.548
O -0.2719 -5.1169 -1.5783 -0.454
O -2.0755 -6.2660 -1.8249 -0.265
N -5.8403 -3.1700 -0.6434 0.528
O -6.4384 -2.2444 -0.1512 -0.321
O -6.2888 -4.0291 -1.3651 -0.328
H -4.4022 -1.4517 0.8162 0.300
H -4.1242 -4.9421 -1.6498 0.305
C 1.6446 0.5818 2.7300 -0.688
C 2.0854 0.4783 1.3169 0.494
N 2.0228 -0.6223 0.5361 -0.584
C 2.5802 -0.2952 -0.7057 -0.056
C 2.9575 0.9922 -0.6579 -0.039
N 2.6491 1.4546 0.6138 -0.302
C 2.7739 2.8613 1.0513 -0.036
N 1.5990 3.5857 0.7269 -0.248
N 0.4495 3.2916 1.4070 -0.062
N -0.5099 3.9660 0.9155 -0.154
C -0.0174 4.7392 -0.1247 0.022
C -0.6769 5.6476 -0.9591 -0.162
C 0.0788 6.2726 -1.9194 -0.211
C 1.4609 6.0124 -2.0534 -0.158
C 2.1228 5.1247 -1.2348 -0.269
C 1.3404 4.4943 -0.2645 0.154
H 1.3838 -0.3927 3.1412 0.230
H 0.7775 1.2411 2.8043 0.311
H 2.4470 0.9919 3.3435 0.266
H 2.6523 -1.0017 -1.5129 0.249
H 3.4122 1.6242 -1.4010 0.264
H 3.6309 3.2999 0.5466 0.247
H 2.9472 2.8683 2.1245 0.242
H -1.7333 5.8438 -0.8398 0.246
H -0.3847 6.9860 -2.5862 0.239
H 2.0177 6.5355 -2.8190 0.235
H 3.1863 4.9531 -1.3381 0.220
```

Computed, not measured: a 7-piece molecular cluster, C37H75BFN4O24 overall, with ωB97M-V with the def2-TZVPD basis set.

**E_tot**: -98075.1015 eV
**Net charge**: +1
**Max |F|**: 2.9 eV Å⁻¹
**Kohn-Sham gap**: 0.344 Ha
**HOMO level**: -11.982 eV

XYZ file:
```
142
Properties=species:S:1:pos:R:3:lowdin_charge:R:1
C 3.3281 -0.4967 5.8499 0.021
C 4.6234 -0.1378 5.1642 -0.475
O 5.5790 0.2819 5.8103 0.119
O 4.7379 -0.3289 3.7996 -0.045
C 4.2011 0.7561 3.0115 -0.144
C 2.7453 0.4440 2.6822 -0.162
C 2.0791 1.4588 1.7746 -0.150
C 2.8541 1.7220 0.4753 -0.071
N 3.4319 0.5062 -0.1021 0.042
F 4.7577 0.6130 -0.3995 0.072
C 2.8390 -0.6152 -0.3827 -0.232
N 1.4837 -0.7725 -0.1474 0.187
C 1.3154 -2.2063 0.1060 -0.271
O 1.6277 -2.4878 1.4031 -0.049
C 0.9904 -3.6367 1.9637 -0.090
C 0.3364 -3.2467 3.3272 -0.386
C 0.8866 -4.0837 4.4600 -0.032
O 0.4789 -1.8543 3.5554 -0.028
C 2.3090 -2.7445 -0.9800 -0.440
C 1.4910 -2.7276 -2.2839 0.038
O 2.7727 -4.0439 -0.8316 0.086
N 3.3881 -1.7197 -0.9284 0.235
B 4.5964 -2.3786 -0.2475 -0.679
N 5.7143 -2.6875 -1.0547 0.234
O 4.6071 -2.6495 1.0914 0.195
H 2.8118 0.4251 6.1018 0.099
H 2.6788 -1.1170 5.2423 0.060
H 3.5628 -1.0076 6.7741 0.093
H 4.3264 1.6746 3.5798 0.144
H 4.8151 0.7487 2.1169 0.104
H 2.1978 0.4523 3.6187 0.108
H 2.6943 -0.5750 2.3139 0.098
H 1.0702 1.1632 1.5158 0.101
H 1.9874 2.4208 2.2722 0.128
H 2.2513 2.2305 -0.2702 0.135
H 3.6914 2.3706 0.7027 0.138
H 0.8920 -0.4013 -0.8749 0.166
H 0.2855 -2.4276 -0.1713 0.170
H 1.7671 -4.3630 2.1882 0.126
H 0.2343 -4.0374 1.2940 0.136
H -0.7279 -3.4536 3.2053 0.139
H 1.0149 -5.1216 4.1651 0.086
H 1.8271 -3.6856 4.8298 0.087
H 0.1904 -4.0839 5.2945 0.085
H -0.2692 -1.6141 4.1074 0.092
H 1.2754 -1.7203 -2.6262 0.092
H 0.6074 -3.3354 -2.1384 0.092
H 2.0919 -3.1981 -3.0567 0.102
H 2.3179 -4.4926 -0.1141 0.116
H 6.1096 -3.5982 -0.8646 0.113
H 5.5352 -2.6067 -2.0465 0.091
H 5.3110 -2.2042 1.5710 0.112
C -6.1875 -4.8330 -2.0608 -0.059
C -5.0519 -3.9363 -1.6179 -0.207
O -3.7916 -4.6297 -1.6509 0.033
C -3.2386 -4.7534 -2.8541 -0.620
O -3.6782 -4.3379 -3.8906 0.132
O -2.0956 -5.4293 -2.7071 -0.010
C -1.4034 -5.7143 -3.9259 -0.040
H -6.1970 -5.7529 -1.4752 0.084
H -7.1432 -4.3248 -1.9375 0.084
H -6.0790 -5.1124 -3.1079 0.077
H -5.2010 -3.6343 -0.5830 0.121
H -4.9973 -3.0297 -2.2202 0.118
H -1.2564 -4.8082 -4.5103 0.094
H -1.9482 -6.4555 -4.5071 0.102
H -0.4355 -6.1199 -3.6439 0.090
C -4.2975 2.8681 6.4554 -0.062
C -4.7089 1.4124 6.4273 -0.202
O -4.8253 0.9217 5.0794 0.049
C -3.6877 0.6083 4.4821 -0.614
O -2.5823 0.6709 4.9586 0.113
O -3.9663 0.1974 3.2414 0.014
C -2.8087 -0.1047 2.4725 -0.042
H -4.9751 3.4672 5.8464 0.084
H -4.3124 3.2466 7.4767 0.083
H -3.2928 2.9989 6.0547 0.074
H -5.6965 1.2928 6.8667 0.125
H -4.0190 0.7888 6.9942 0.123
H -2.1610 -0.7990 3.0038 0.072
H -2.2633 0.8087 2.2365 0.100
H -3.1454 -0.5660 1.5478 0.095
C -6.4911 2.8775 -1.3579 -0.060
C -7.0036 1.4586 -1.4651 -0.206
O -7.0729 1.0212 -2.8320 0.043
C -5.9232 0.6401 -3.3748 -0.619
O -4.8508 0.6097 -2.8242 0.105
O -6.1546 0.2973 -4.6400 0.012
C -4.9818 -0.0683 -5.3703 -0.036
H -7.0849 3.5449 -1.9825 0.082
H -6.5427 3.2237 -0.3262 0.082
H -5.4567 2.9478 -1.6945 0.072
H -8.0221 1.4012 -1.0870 0.124
H -6.3971 0.7673 -0.8802 0.118
H -4.4171 -0.8371 -4.8474 0.089
H -4.3595 0.8097 -5.5379 0.098
H -5.3113 -0.4598 -6.3277 0.095
C 11.5777 2.4476 2.1061 -0.062
C 11.1816 2.5501 0.6496 -0.203
O 10.4672 1.3798 0.2125 0.047
C 9.1900 1.3285 0.5550 -0.611
O 8.5731 2.1626 1.1649 0.124
O 8.6824 0.1767 0.1002 0.020
C 7.3213 -0.0279 0.4655 -0.053
H 12.1305 1.5252 2.2864 0.084
H 12.2014 3.2944 2.3898 0.083
H 10.6997 2.4358 2.7510 0.076
H 12.0683 2.6012 0.0215 0.124
H 10.5896 3.4437 0.4563 0.123
H 6.7326 0.8331 0.1961 0.071
H 7.2509 -0.2091 1.5422 0.109
H 6.9752 -0.9037 -0.0709 0.063
C 6.6760 1.4381 -4.2234 -0.050
C 5.5968 0.4114 -3.9570 -0.227
O 4.8516 0.1038 -5.1405 0.034
C 5.4498 -0.7459 -5.9807 -0.617
O 6.5144 -1.2743 -5.8066 0.130
O 4.6587 -0.9047 -7.0359 0.009
C 5.2015 -1.7467 -8.0601 -0.029
H 6.2495 2.3235 -4.6957 0.087
H 7.1630 1.7319 -3.2930 0.079
H 7.4335 1.0398 -4.8963 0.082
H 4.8708 0.8129 -3.2491 0.107
H 6.0132 -0.4991 -3.5232 0.111
H 5.5148 -2.7049 -7.6530 0.096
H 6.0400 -1.2522 -8.5462 0.102
H 4.4086 -1.9049 -8.7845 0.095
C -9.8426 7.6248 1.3449 -0.065
C -10.9602 6.6132 1.4816 -0.211
O -11.6369 6.4027 0.2342 0.042
C -11.0173 5.6003 -0.6253 -0.617
O -9.9703 5.0346 -0.4438 0.112
O -11.7528 5.5361 -1.7328 0.011
C -11.1759 4.7555 -2.7814 -0.037
H -10.2185 8.5505 0.9084 0.083
H -9.4076 7.8448 2.3197 0.080
H -9.0545 7.2501 0.6926 0.073
H -11.7196 6.9840 2.1669 0.123
H -10.5962 5.6648 1.8755 0.122
H -10.9084 3.7621 -2.4286 0.093
H -10.2998 5.2594 -3.1869 0.098
H -11.9311 4.6697 -3.5567 0.094
```

Computed, not measured: a 5-piece molecular cluster, C5H20N10O5 overall, with ωB97M-V with the def2-TZVPD basis set.

**E_tot**: -30652.4474 eV
**SMILES**: NC(N)=O.NC(N)=O.NC(N)=O.NC(N)=O.NC(N)=O
**Max |F|**: 2.9 eV Å⁻¹
**Energy relative to the best compared isomer or geometry (same formula, charge and spin)**: 1.213 eV
**Kohn-Sham gap**: 0.333 Ha
**HOMO level**: -8.869 eV

XYZ file:
```
40
Properties=species:S:1:pos:R:3:nbo_charge:R:1
C -30.4317 -16.7284 -7.4368 0.766
O -30.3011 -15.5688 -7.8122 -0.636
N -30.9899 -17.7034 -8.2779 -0.891
N -29.9583 -17.2688 -6.2890 -0.845
H -31.7701 -18.0764 -7.7511 0.377
H -31.0906 -17.5110 -9.2601 0.424
H -29.4684 -16.6426 -5.6725 0.404
H -29.8636 -18.2608 -6.2258 0.400
C -32.8582 -23.1983 -12.0795 0.769
O -32.0158 -24.0719 -12.2795 -0.651
N -33.2438 -22.7803 -10.8289 -0.872
N -33.4781 -22.5133 -13.0744 -0.843
H -32.9644 -23.3357 -10.0441 0.418
H -33.7263 -21.9033 -10.8376 0.394
H -33.3217 -22.8102 -14.0211 0.407
H -34.3597 -22.0766 -12.8803 0.383
C -33.4402 -15.8109 -13.1112 0.771
O -33.4027 -14.6700 -12.6728 -0.630
N -32.6509 -16.2660 -14.1257 -0.851
N -34.0482 -16.8563 -12.4452 -0.918
H -32.8197 -17.1562 -14.5512 0.393
H -32.0952 -15.6054 -14.6432 0.394
H -33.5325 -17.6617 -12.0931 0.431
H -34.9278 -16.6942 -11.9888 0.387
C -31.3648 -19.2154 -11.8895 0.785
O -32.1381 -18.5440 -11.1882 -0.729
N -31.0459 -20.4972 -11.5138 -0.850
N -30.5829 -18.7491 -12.8971 -0.848
H -30.4029 -21.0376 -12.0811 0.425
H -31.5809 -20.9400 -10.7941 0.402
H -29.9617 -19.4250 -13.3044 0.398
H -30.4919 -17.7746 -13.1122 0.416
C -28.1739 -21.3072 -13.9850 0.780
O -29.2346 -21.6659 -13.4643 -0.693
N -26.9606 -21.2456 -13.3699 -0.831
N -28.1410 -20.9348 -15.2960 -0.840
H -26.8600 -21.4733 -12.3979 0.416
H -26.1823 -20.8223 -13.8326 0.390
H -27.3295 -20.5174 -15.7088 0.387
H -28.9870 -20.9435 -15.8341 0.412
```

Question: What is the formula in the first record?
Answer: C18H13MoN7O7S3Sb

Question: Which value of max |F| does entry 2 give?
Answer: 2.9 eV Å⁻¹

Question: What is the formula in the third record?
Answer: C5H20N10O5